Formula: C32H36Cl81FO3
Source: the Open Molecules 2025 dataset
Level of theory: ωB97M-V/def2-TZVPD

CARTESIAN COORDINATES (ANGSTROEM)
1 C -1.938496 -0.445394 -3.125052
2 C -0.330531 -0.402698 -3.004072
3 C 0.371557 -0.258922 -4.458362
4 C 0.173057 0.803159 -2.140791
5 O 0.399753 0.500076 -0.736181
6 C 1.356662 -0.456058 -0.526923
7 O 1.037075 -1.442221 0.088866
8 O 2.682958 -0.380513 -1.016994
9 F 2.765942 -1.396579 -1.989635
10 H -2.353527 0.455105 -3.667744
11 H -2.314941 -0.542822 -2.077720
12 H -2.180946 -1.415261 -3.640665
13 H -0.037123 -1.410118 -2.631695
14 H -0.419379 -0.484749 -5.234534
15 H 1.228512 -0.972871 -4.518596
16 H 0.773518 0.781893 -4.635543
17 H 1.140745 1.168512 -2.582809
18 H -0.547346 1.658313 -2.225470
19 C 2.750941 1.610651 1.127876
20 Cl 4.481877 1.967815 1.136765
21 Cl 2.079910 1.755110 2.755672
22 Cl 1.896764 2.672982 0.002350
23 H 2.616574 0.587068 0.794592
24 C 2.060479 4.185919 6.310500
25 Cl 1.667266 2.585734 5.666461
26 Cl 3.603421 4.758578 5.661373
27 Cl 0.770992 5.352336 5.978370
28 H 2.157334 4.093758 7.384099
29 C 5.524647 1.560101 4.649796
30 Cl 6.971153 2.379189 4.039712
31 Cl 5.489087 -0.119646 4.111504
32 Cl 5.445419 1.668594 6.411570
33 H 4.651144 2.060458 4.240585
34 C 1.071690 -4.715260 -4.408259
35 Cl -0.219802 -4.238289 -5.517355
36 Cl 2.417786 -5.451699 -5.287876
37 Cl 1.613502 -3.309577 -3.491980
38 H 0.676865 -5.449001 -3.713303
39 C 2.118677 -3.714028 2.408530
40 Cl 3.080626 -4.717442 1.316116
41 Cl 1.026454 -4.711976 3.372894
42 Cl 3.161511 -2.738125 3.447216
43 H 1.518043 -3.037184 1.808291
44 C -2.783797 -3.385136 2.793417
45 Cl -1.287599 -2.647819 2.217857
46 Cl -2.932770 -5.048153 2.221075
47 Cl -2.858781 -3.328180 4.561663
48 H -3.617445 -2.815755 2.398986
49 C 1.620463 4.889246 -3.559915
50 Cl 0.220733 4.346817 -2.625637
51 Cl 2.134245 3.638274 -4.695062
52 Cl 1.254940 6.391777 -4.413463
53 H 2.438165 5.079609 -2.870229
54 C -5.827058 -0.494636 2.937456
55 Cl -4.329993 -0.327186 2.009202
56 Cl -7.063250 0.606994 2.321784
57 Cl -6.408381 -2.164906 2.899965
58 H -5.618565 -0.230365 3.969181
59 C -1.186529 1.950879 -7.237034
60 Cl -0.259579 0.934951 -8.348710
61 Cl -2.331779 0.972732 -6.320987
62 Cl -0.112222 2.819437 -6.138688
63 H -1.739947 2.678763 -7.820732
64 C -2.030922 -2.280272 -9.957365
65 Cl -0.280558 -2.106153 -9.790038
66 Cl -2.794973 -2.456895 -8.374806
67 Cl -2.708948 -0.896918 -10.827967
68 H -2.232251 -3.177689 -10.532834
69 C 5.710705 2.480525 -3.322260
70 Cl 6.976163 3.055338 -2.230831
71 Cl 4.126100 2.580474 -2.548630
72 Cl 5.712126 3.410016 -4.825487
73 H 5.911491 1.441052 -3.559758
74 C 2.554577 1.834201 9.693543
75 Cl 2.168403 0.321378 8.869238
76 Cl 4.109760 2.470359 9.150106
77 Cl 1.282434 3.028001 9.407129
78 H 2.619515 1.636228 10.757857
79 C -5.840820 -5.363578 5.340569
80 Cl -5.621106 -6.698351 6.480127
81 Cl -5.661151 -5.933532 3.676386
82 Cl -7.417320 -4.599807 5.575248
83 H -5.072231 -4.623054 5.530951
84 C 2.428606 9.251275 -1.371526
85 Cl 3.876563 9.357518 -2.379175
86 Cl 1.077432 10.098594 -2.132330
87 Cl 2.008728 7.562257 -1.063351
88 H 2.638748 9.728743 -0.420441
89 C -6.280795 -2.858569 8.949868
90 Cl -6.869630 -1.340405 8.257621
91 Cl -7.595019 -4.030912 9.085631
92 Cl -4.957769 -3.513842 7.977126
93 H -5.900169 -2.656620 9.948488
94 C 3.750279 6.409649 -7.215673
95 Cl 3.003456 5.854351 -8.718481
96 Cl 5.464264 5.977645 -7.177802
97 Cl 3.541729 8.154075 -7.024620
98 H 3.255203 5.914537 -6.385756
99 C 8.361396 4.138844 7.022041
100 Cl 9.468587 5.517117 7.021288
101 Cl 9.176965 2.684889 7.607663
102 Cl 6.933126 4.488207 8.001936
103 H 8.037919 3.960166 6.002160
104 C -2.747172 5.905966 8.352817
105 Cl -4.352189 5.195289 8.154592
106 Cl -1.620671 4.710979 9.002869
107 Cl -2.156269 6.531688 6.806412
108 H -2.822654 6.728493 9.055978
109 C -3.361282 -0.549183 -14.514360
110 Cl -1.833873 -0.333546 -15.387750
111 Cl -4.583514 0.574909 -15.117594
112 Cl -3.933304 -2.217227 -14.646356
113 H -3.184844 -0.331662 -13.465022
114 C -5.668815 -4.521083 -6.644553
115 Cl -6.339605 -4.610757 -8.277186
116 Cl -4.020213 -5.156659 -6.613377
117 Cl -5.704040 -2.857011 -6.048285
118 H -6.282040 -5.131034 -5.989872
119 C -1.085216 -4.476643 -17.115858
120 Cl -1.738651 -4.579102 -18.755751
121 Cl 0.584453 -5.059227 -17.074195
122 Cl -1.185802 -2.819605 -16.506695
123 H -1.683066 -5.112958 -16.471584
124 C 7.047710 1.749701 -8.235909
125 Cl 6.645957 0.128368 -8.815721
126 Cl 8.565191 2.307540 -8.949707
127 Cl 5.739339 2.881915 -8.591414
128 H 7.174384 1.704497 -7.159019
129 C 4.954032 -8.167638 -5.560582
130 Cl 4.472201 -9.272548 -6.853210
131 Cl 4.856642 -8.967035 -3.987843
132 Cl 6.584177 -7.547214 -5.845440
133 H 4.266864 -7.328654 -5.557354
134 C -11.021493 -3.418585 4.919804
135 Cl -9.865841 -2.795828 6.103143
136 Cl -12.491398 -2.436848 4.907837
137 Cl -10.295003 -3.470967 3.309424
138 H -11.289769 -4.430194 5.205757
139 C -1.853833 0.977978 9.571988
140 Cl -1.540773 -0.246847 10.808618
141 Cl -1.600776 0.309637 7.956196
142 Cl -3.492392 1.620637 9.730042
143 H -1.152950 1.793120 9.716169
144 C 4.655569 2.865519 13.081019
145 Cl 3.924704 4.291644 12.335052
146 Cl 3.463457 1.566993 13.240739
147 Cl 6.053472 2.317483 12.150031
148 H 4.994259 3.137647 14.075010
149 C -5.465544 -4.993257 12.643331
150 Cl -6.947344 -5.555993 13.422507
151 Cl -5.028586 -6.049415 11.296739
152 Cl -5.650986 -3.323336 12.087492
153 H -4.663819 -5.021047 13.373518

Atomic forces in eV per Å
C 1.460 -0.423 0.400
C -0.561 0.524 -1.431
C -0.730 0.029 0.597
C 0.600 0.169 -1.370
O 1.484 -1.069 -0.725
C -3.032 -2.134 0.613
O 0.912 0.885 -0.195
O -0.651 1.356 -0.466
F 0.056 -0.027 0.144
H 0.442 -1.110 0.749
H -0.061 0.330 -0.842
H -0.029 1.104 0.231
H -0.038 0.925 0.226
H 1.252 0.118 0.704
H -0.788 0.658 -0.166
H -0.596 -1.137 0.196
H -0.745 -0.274 0.548
H 0.598 -0.877 0.535
C 0.006 0.261 0.106
Cl -0.128 -0.091 -0.023
Cl 0.130 -0.052 -0.416
Cl 0.408 0.643 0.304
H 0.279 0.222 0.391
C 0.055 0.141 -0.245
Cl -0.070 0.154 0.426
Cl -0.042 -0.031 0.014
Cl 0.243 -0.295 0.059
H 0.052 0.033 -0.124
C -0.106 -0.057 0.130
Cl -0.037 0.010 -0.072
Cl 0.015 0.074 0.027
Cl 0.034 -0.158 -0.390
H 0.094 0.002 0.029
C -0.105 0.136 -0.045
Cl 0.024 -0.096 0.010
Cl -0.091 0.065 0.010
Cl 0.068 -0.536 0.025
H 0.052 0.065 -0.073
C -0.127 -0.053 -0.006
Cl -0.054 0.090 0.018
Cl 0.235 -0.111 0.054
Cl -0.040 0.036 -0.033
H 0.095 -0.087 0.004
C 0.107 -0.182 -0.059
Cl -0.310 0.246 -0.163
Cl 0.332 0.164 -0.163
Cl -0.030 0.081 0.006
H 0.067 -0.057 0.073
C 0.040 0.096 -0.001
Cl 0.084 0.109 -0.003
Cl 0.271 0.510 0.137
Cl 0.046 -0.082 -0.009
H -0.068 -0.023 -0.041
C -0.141 -0.001 -0.051
Cl -0.025 0.044 0.062
Cl 0.080 -0.057 0.074
Cl 0.101 0.077 0.057
H 0.000 -0.042 -0.100
C 0.038 0.037 -0.059
Cl -0.101 0.168 0.120
Cl -0.289 0.079 -0.207
Cl -0.558 -0.149 -0.607
H 0.013 -0.103 0.038
C 0.087 0.016 0.145
Cl -0.074 -0.186 -0.105
Cl 0.067 0.065 -0.171
Cl -0.034 -0.021 0.040
H 0.016 0.110 0.031
C -0.009 0.108 0.045
Cl -0.075 -0.073 -0.071
Cl 0.402 -0.267 0.343
Cl 0.085 -0.075 -0.030
H -0.042 0.093 0.038
C 0.175 -0.282 -0.194
Cl 0.030 0.097 0.103
Cl -0.182 0.059 0.146
Cl -0.136 0.054 0.270
H -0.063 0.094 -0.089
C -0.197 -0.173 -0.033
Cl 0.024 0.043 -0.048
Cl -0.251 0.021 0.233
Cl 0.338 -0.117 -0.120
H -0.090 -0.075 -0.073
C 0.015 0.007 -0.172
Cl -0.070 -0.007 0.079
Cl 0.071 -0.040 0.074
Cl 0.009 0.029 0.138
H -0.027 -0.066 -0.088
C -0.151 0.050 -0.170
Cl 0.023 -0.044 0.016
Cl 0.127 0.102 0.112
Cl 0.100 0.121 0.221
H -0.105 -0.038 -0.521
C 0.040 0.049 -0.029
Cl 0.017 -0.033 0.109
Cl -0.112 0.143 0.057
Cl -0.021 -0.115 0.043
H 0.042 0.048 -0.089
C 0.055 -0.030 0.080
Cl -0.067 -0.058 -0.035
Cl -0.070 0.063 -0.075
Cl 0.029 0.066 -0.005
H 0.007 -0.006 0.117
C -0.083 -0.092 -0.242
Cl 0.074 0.074 0.059
Cl 0.035 0.088 0.070
Cl -0.229 0.111 0.207
H 0.050 -0.080 -0.075
C -0.017 -0.004 -0.095
Cl -0.275 0.731 0.445
Cl 0.084 -0.055 0.069
Cl -0.059 0.155 0.160
H 0.002 -0.067 -0.181
C 0.048 0.064 -0.084
Cl 0.015 -0.016 0.102
Cl -0.105 -0.085 0.104
Cl -0.007 -0.088 0.007
H 0.063 0.067 -0.065
C 0.134 0.124 -0.069
Cl -0.006 -0.031 0.092
Cl -0.084 -0.032 0.026
Cl 0.169 -0.892 -0.374
H 0.063 0.057 -0.073
C -0.048 0.006 -0.109
Cl 0.025 0.055 0.080
Cl -0.064 -0.023 0.084
Cl 0.088 -0.151 0.030
H -0.018 0.019 -0.103
C 0.082 -0.089 -0.002
Cl -0.010 0.090 0.062
Cl -0.034 0.085 -0.079
Cl -0.109 0.006 0.013
H 0.096 -0.128 0.017
C 0.032 0.094 -0.055
Cl -0.243 0.076 0.026
Cl 0.051 -0.085 0.017
Cl -0.035 -0.031 0.091
H 0.034 0.101 -0.027
C -0.110 -0.071 -0.094
Cl 0.034 0.079 -0.030
Cl 0.018 0.083 0.088
Cl 0.068 -0.052 0.016
H -0.057 -0.092 -0.015
C 0.133 0.051 -0.138
Cl 0.014 -0.069 0.088
Cl 0.030 0.017 0.082
Cl -0.074 0.047 0.158
H -0.062 -0.044 -0.089
C -0.095 -0.221 -0.100
Cl 0.119 0.066 -0.025
Cl 0.012 0.099 0.093
Cl 0.131 -0.053 0.565
H -0.080 0.047 -0.077

Largest force on an atom in eV Å⁻¹: 3.8
Highest occupied orbital energy in eV: -10.655
Charge: 0
Orbital gap in Eh: 0.3528
Total energy in eV: -1056937.76111



Formula: C4H6BrClO
Source: the Open Molecules 2025 dataset
Level of theory: ωB97M-V/def2-TZVPD

CARTESIAN COORDINATES (ANGSTROEM)
1 C 0.825979 0.121635 0.674664
2 C 1.469767 -1.011264 -0.131647
3 C -1.862195 -0.145978 -0.057209
4 C -0.082819 1.065410 -0.032855
5 O 0.888108 0.235196 1.862874
6 Cl -0.479077 2.568825 0.802413
7 Br 0.236261 1.576445 -1.837621
8 H 1.149736 -1.960973 0.261608
9 H 2.596905 -0.748484 -0.183240
10 H 1.132972 -1.008928 -1.158291
11 H -1.431105 -0.798673 -0.707222
12 H -1.882443 -0.448525 0.921588
13 H -2.562088 0.555314 -0.415063

Atomic forces in eV per Å
C -0.324 -0.317 -0.680
C 1.140 1.672 -0.348
C 3.479 3.671 -0.124
C -3.501 -0.417 -0.376
O 0.595 -0.373 0.881
Cl 0.097 -0.537 0.441
Br 0.298 -0.465 -0.523
H 0.639 -0.362 0.616
H -1.726 -1.048 0.414
H -0.114 0.236 -0.311
H 0.519 -2.009 -1.951
H -0.372 -0.612 2.288
H -0.732 0.562 -0.328

Largest force on an atom in eV Å⁻¹: 5.1
Highest occupied orbital energy in eV: -9.407
Charge: 0
Orbital gap in Eh: 0.3446
Total energy in eV: -88855.15900



Q: Which formula does entry 1 have?
A: C32H36Cl81FO3



Q: The highest highest occupied orbital energy belongs to which entry?
A: C4H6BrClO



Q: Number 1 is which compound?
A: C32H36Cl81FO3